C40H65GeHgIN6OS2Si as an isolated structure. Source: OMol25; level of theory: ωB97M-V with the def2-TZVPD basis set.

Its frontier orbital gap (spin up / spin down) is 0.2224 / 0.2410 hartree. The calculation puts the LUMO energy (spin up / spin down) at 0.082 / 0.079 Ha. For the HOMO energy (spin up / spin down), the calculation gives -3.82 / -4.42 eV.

```
! wB97M-V def2-TZVPD RIJCOSX def2/J DEFGRID3
* xyz -1 2
Hg -1.5008 0.6131 0.6221
C -1.4528 -0.1219 -4.0034
C -1.5452 0.5050 -2.6450
N -2.1093 -0.0600 -1.6458
N -2.7803 -1.2247 -1.8787
C -2.7720 -2.0689 -0.8656
O -2.0746 -2.0263 0.1796
C -3.7438 -3.2190 -1.0131
C -3.9835 -4.0229 0.0939
C -4.8520 -5.1045 0.0083
C -5.4858 -5.3954 -1.1919
C -5.2538 -4.5909 -2.3026
C -4.3917 -3.5069 -2.2125
C -0.9359 1.8424 -2.4167
C -0.2291 2.4926 -3.4246
C 0.2954 3.7505 -3.1724
C 0.0959 4.3250 -1.9304
C -0.5895 3.5882 -0.9717
N -1.0836 2.3808 -1.2063
H -2.1526 -0.9497 -4.0597
H -0.4433 -0.5199 -4.1497
H -1.6642 0.5922 -4.8008
H -3.4776 -3.7794 1.0196
H -5.0320 -5.7226 0.8798
H -6.1607 -6.2403 -1.2620
H -5.7479 -4.8112 -3.2415
H -4.2000 -2.8696 -3.0660
H -0.0897 2.0209 -4.3863
H 0.8609 4.2687 -3.9375
H 0.4862 5.3043 -1.6886
H -0.7319 3.9610 0.0378
C -6.0948 6.3457 1.1202
Si -5.0427 5.2197 2.1989
C -5.9887 4.9253 3.7897
C -3.5044 6.1859 2.5971
C -4.9131 3.5724 1.3114
C -6.0642 3.1138 0.6825
C -6.0984 1.9018 -0.0003
C -4.9303 1.1701 -0.0341
N -3.8185 1.5667 0.5771
C -3.7622 2.7379 1.2596
S -2.2487 3.1166 2.0210
H -6.2550 7.3010 1.6299
H -7.0771 5.9194 0.9015
H -5.6005 6.5501 0.1665
H -6.2007 5.8661 4.3071
H -5.4117 4.2862 4.4637
H -6.9390 4.4239 3.5857
H -3.8036 7.1539 3.0142
H -2.8989 6.3605 1.7049
H -2.8761 5.6575 3.3129
H -6.9654 3.7198 0.7103
H -6.9895 1.5511 -0.5026
H -4.8631 0.2311 -0.5754
I 0.1097 -1.7202 3.1811
C -0.5030 0.2157 2.4743
H 0.3906 0.8284 2.5539
H -1.2130 0.5416 3.2269
C 7.2005 -0.3341 0.3414
C 6.0731 0.6735 0.1376
C 5.2275 0.3745 -1.0954
C 4.0262 1.3039 -1.2611
Ge 2.6396 1.2132 0.1763
C 3.0697 2.4102 1.7569
C 2.9835 3.9045 1.4266
C 4.2849 4.4871 0.8853
C 4.1568 5.9574 0.5005
H 7.7956 -0.1050 1.2277
H 7.8737 -0.3498 -0.5200
H 6.7986 -1.3446 0.4627
H 6.4888 1.6828 0.0516
H 5.4256 0.6822 1.0202
H 4.8721 -0.6634 -1.0366
H 5.8705 0.4174 -1.9833
H 3.4735 1.0375 -2.1640
H 4.3498 2.3436 -1.3756
H 1.5307 2.0935 -0.4601
H 4.0505 2.1581 2.1727
H 2.3234 2.1393 2.5071
H 2.7007 4.4682 2.3243
H 2.1842 4.0775 0.6995
H 4.6055 3.9095 0.0154
H 5.0685 4.3688 1.6407
H 3.4597 6.0788 -0.3319
H 5.1152 6.3857 0.2000
H 3.7743 6.5461 1.3381
C 4.1502 -6.2834 2.0874
C 5.0558 -5.2069 1.4898
C 4.3155 -4.2772 0.5322
C 3.4043 -3.2959 1.2622
N 2.8047 -2.3114 0.3788
C 1.6288 -2.2608 -0.2617
S 1.2661 -0.8781 -1.2038
N 0.6776 -3.2078 -0.2222
C 0.6934 -4.5654 0.2990
C -0.3453 -5.4090 -0.4270
C 0.0084 -5.7654 -1.8753
C -0.2520 -4.6467 -2.8864
H 4.7108 -6.9635 2.7302
H 3.6859 -6.8776 1.2965
H 3.3497 -5.8478 2.6893
H 5.8842 -5.6826 0.9603
H 5.5005 -4.6148 2.2960
H 3.7219 -4.8701 -0.1716
H 5.0244 -3.7039 -0.0721
H 3.9911 -2.7387 1.9964
H 2.6281 -3.8016 1.8236
H 3.3562 -1.4824 0.2034
H -0.2496 -2.8010 -0.3560
H 0.4844 -4.5703 1.3742
H 1.6735 -5.0049 0.1361
H -1.3015 -4.8796 -0.4082
H -0.4835 -6.3243 0.1548
H -0.5795 -6.6407 -2.1643
H 1.0606 -6.0711 -1.9232
H -1.3092 -4.3713 -2.8840
H 0.0084 -4.9675 -3.8973
H 0.3209 -3.7474 -2.6600
*
```

Mulliken atomic charge list, values in e, 4 entries: Hg 2.31; C -1.79; C -0.29; N 1.27